Record 1
{"formula": "C22H19ClN2O5S", "method": "wB97M-V/def2-TZVPD", "elements": ["C", "C", "O", "C", "O", "C", "C", "C", "C", "C", "C", "C", "C", "C", "S", "C", "N", "C", "O", "C", "C", "O", "C", "O", "C", "C", "C", "C", "N", "C", "Cl", "H", "H", "H", "H", "H", "H", "H", "H", "H", "H", "H", "H", "H", "H", "H", "H", "H", "H", "H"], "coordinates": [[3.294, -1.008, 2.037], [2.348, 0.164, 2.249], [1.173, 0.004, 1.451], [0.004, -0.236, 2.100], [-0.088, -0.257, 3.302], [-1.117, -0.463, 1.189], [-2.431, -0.675, 1.679], [-3.358, -0.893, 0.704], [-4.780, -1.138, 0.841], [-5.573, -1.335, -0.291], [-6.929, -1.568, -0.174], [-7.523, -1.611, 1.077], [-6.747, -1.418, 2.209], [-5.391, -1.184, 2.097], [-2.614, -0.848, -0.884], [-1.077, -0.528, -0.191], [0.031, -0.366, -0.988], [-0.030, -0.453, -2.339], [-1.056, -0.714, -2.929], [1.308, -0.224, -3.054], [1.081, 0.250, -4.480], [2.071, 0.758, -2.350], [3.064, 0.350, -1.565], [3.406, -0.800, -1.431], [3.729, 1.478, -0.859], [5.094, 1.374, -0.595], [5.744, 2.396, 0.075], [4.994, 3.496, 0.465], [3.694, 3.589, 0.256], [3.072, 2.617, -0.377], [1.374, 2.813, -0.519], [4.210, -0.838, 2.595], [3.536, -1.121, 0.983], [2.833, -1.928, 2.389], [2.811, 1.106, 1.938], [2.044, 0.238, 3.297], [-2.632, -0.657, 2.734], [-5.114, -1.302, -1.269], [-7.526, -1.718, -1.061], [-8.583, -1.793, 1.170], [-7.204, -1.450, 3.187], [-4.801, -1.036, 2.987], [0.889, -0.162, -0.488], [1.861, -1.176, -3.037], [0.380, -0.421, -4.967], [2.017, 0.266, -5.031], [0.657, 1.251, -4.466], [5.619, 0.491, -0.928], [6.800, 2.341, 0.285], [5.439, 4.338, 0.976]], "lumo_ev": -0.238, "de_lowest_ev": 0.000, "smiles": "CCOC(=O)c1cc(-c2ccccc2)sc1NC(=O)[C@@H](C)OC(=O)c1cccnc1Cl", "gap_ev": 7.50, "total_energy_ha": -2193.90839}

---

Record 2
{"formula": "C22H19ClN4O", "method": "wB97M-V/def2-TZVPD", "elements": ["N", "C", "C", "C", "C", "C", "C", "C", "Cl", "C", "C", "C", "C", "C", "N", "C", "O", "N", "C", "C", "C", "C", "C", "C", "N", "C", "C", "C", "H", "H", "H", "H", "H", "H", "H", "H", "H", "H", "H", "H", "H", "H", "H", "H", "H", "H", "H"], "coordinates": [[-5.866, -2.467, 1.448], [-4.844, -2.533, 0.868], [-3.736, -2.763, -0.040], [-2.369, -2.233, 0.479], [-1.492, -2.166, -0.791], [-0.798, -3.337, -1.196], [-0.050, -3.353, -2.422], [0.029, -2.195, -3.221], [0.988, -2.139, -4.665], [-0.605, -1.040, -2.727], [-1.331, -1.014, -1.550], [-1.792, 0.285, -1.038], [-2.809, 0.238, 0.099], [-2.445, -0.836, 1.141], [-1.138, -0.496, 1.768], [-0.781, -0.790, 3.070], [-1.575, -1.025, 3.924], [0.488, -0.629, 3.534], [1.480, 0.229, 2.958], [1.800, 1.398, 3.675], [2.758, 2.282, 3.205], [3.373, 2.067, 1.960], [3.089, 0.916, 1.233], [3.694, 0.705, -0.018], [3.473, -0.399, -0.749], [2.557, -1.279, -0.277], [1.890, -1.140, 0.925], [2.122, -0.010, 1.729], [-4.006, -2.378, -1.082], [-3.588, -3.873, -0.175], [-1.964, -2.967, 1.206], [-0.834, -4.208, -0.572], [0.486, -4.255, -2.776], [-0.499, -0.136, -3.325], [-0.896, 0.843, -0.707], [-2.191, 0.923, -1.851], [-3.804, 0.055, -0.324], [-2.812, 1.227, 0.588], [-3.240, -0.814, 1.909], [-0.311, -0.384, 1.137], [0.527, -0.659, 4.539], [1.334, 1.618, 4.612], [3.023, 3.144, 3.769], [4.121, 2.802, 1.648], [4.412, 1.444, -0.356], [2.403, -2.225, -0.756], [1.221, -1.901, 1.267]], "lumo_ev": -0.280, "de_lowest_ev": 0.357, "smiles": "N#CC[C@H]1c2ccc(Cl)cc2CC[C@@H]1NC(=O)Nc1cccc2cnccc12", "gap_ev": 8.28, "total_energy_ha": -1604.23080}

---

Record 3
{"formula": "C22H19F6N2", "method": "wB97M-V/def2-TZVPD", "elements": ["F", "C", "F", "F", "C", "C", "C", "C", "C", "C", "C", "C", "C", "C", "F", "F", "F", "C", "C", "C", "C", "H", "H", "H", "H", "H", "H", "H", "H", "H", "C", "N", "C", "C", "C", "C", "N", "C", "C", "H", "H", "H", "H", "H", "H", "H", "H", "H", "H"], "coordinates": [[7.105, 2.271, -1.279], [6.189, 2.631, -0.362], [6.708, 2.541, 0.876], [5.760, 3.883, -0.598], [5.007, 1.692, -0.468], [4.359, 1.253, 0.669], [3.290, 0.400, 0.573], [2.831, -0.058, -0.683], [1.720, -0.943, -0.694], [1.085, -1.694, -1.717], [1.547, -1.822, -3.046], [0.840, -2.551, -3.968], [-0.325, -3.201, -3.610], [-1.119, -3.961, -4.650], [-1.710, -5.016, -4.059], [-2.048, -3.131, -5.158], [-0.285, -4.376, -5.621], [-0.780, -3.127, -2.309], [-0.095, -2.394, -1.376], [3.490, 0.440, -1.829], [4.557, 1.294, -1.712], [4.716, 1.596, 1.626], [2.786, 0.080, 1.470], [1.249, -1.048, 0.269], [2.483, -1.397, -3.348], [1.184, -2.644, -4.985], [-1.677, -3.663, -2.050], [-0.463, -2.348, -0.364], [3.129, 0.213, -2.813], [5.063, 1.674, -2.583], [-5.060, 0.888, 4.425], [-4.513, 1.498, 3.217], [-5.347, 2.514, 2.580], [-3.230, 1.152, 2.715], [-2.928, 1.211, 1.359], [-1.672, 0.847, 0.932], [-0.692, 0.438, 1.721], [-0.982, 0.405, 3.012], [-2.202, 0.733, 3.553], [-4.538, -0.037, 4.658], [-4.972, 1.569, 5.268], [-6.110, 0.648, 4.281], [-4.760, 3.115, 1.891], [-6.166, 2.048, 2.040], [-5.762, 3.180, 3.332], [-3.683, 1.508, 0.650], [-1.444, 0.888, -0.122], [-0.181, 0.102, 3.669], [-2.356, 0.699, 4.619]], "lumo_ev": -6.163, "de_lowest_ev": 0.057, "charge": 1, "gap_ev": 4.17, "total_energy_ha": -1558.19417}

---

Record 4
{"formula": "C22H19IN5O3SV", "method": "wB97M-V/def2-TZVPD", "elements": ["V", "N", "C", "S", "N", "N", "C", "C", "C", "C", "C", "C", "C", "O", "H", "H", "H", "H", "H", "H", "H", "C", "C", "N", "C", "C", "C", "O", "C", "C", "N", "C", "C", "C", "C", "C", "C", "I", "C", "O", "H", "H", "H", "H", "H", "H", "H", "H", "H", "H", "H", "H"], "coordinates": [[0.966, -0.370, -1.506], [-2.504, -2.524, -2.637], [-1.325, -2.200, -2.043], [0.098, -2.180, -3.063], [-1.353, -2.007, -0.750], [-0.041, -1.744, -0.310], [0.357, -2.365, 0.728], [1.743, -2.333, 1.191], [2.084, -3.000, 2.368], [3.407, -3.134, 2.749], [4.407, -2.624, 1.927], [4.096, -1.964, 0.750], [2.761, -1.793, 0.388], [2.499, -1.124, -0.747], [-2.569, -2.483, -3.637], [-3.342, -2.436, -2.088], [-0.348, -3.020, 1.237], [1.296, -3.428, 2.978], [3.659, -3.650, 3.666], [5.446, -2.747, 2.208], [4.864, -1.562, 0.104], [-1.789, 0.960, -4.733], [-2.266, 1.333, -3.366], [-3.507, 1.750, -3.203], [-3.932, 2.111, -1.982], [-3.148, 2.084, -0.850], [-3.723, 2.509, 0.468], [-2.978, 3.622, 0.973], [-1.829, 1.622, -0.999], [-0.902, 1.589, 0.132], [0.214, 0.966, 0.126], [1.026, 1.066, 1.297], [0.543, 0.665, 2.533], [1.375, 0.696, 3.644], [2.686, 1.127, 3.512], [3.169, 1.537, 2.277], [2.340, 1.506, 1.167], [3.039, 2.148, -0.676], [-1.388, 1.238, -2.260], [-0.149, 0.808, -2.447], [-2.649, 0.860, -5.392], [-1.215, 0.034, -4.705], [-1.131, 1.737, -5.130], [-4.962, 2.444, -1.916], [-3.691, 1.679, 1.184], [-4.770, 2.783, 0.319], [-3.437, 3.967, 1.746], [-1.190, 2.170, 1.007], [-0.472, 0.294, 2.607], [1.000, 0.369, 4.604], [3.343, 1.140, 4.372], [4.192, 1.876, 2.176]], "s_squared": 2.016, "lumo_ev": [-0.349, -0.413], "de_lowest_ev": 0.174, "spin_multiplicity": 3, "gap_ev": [7.54, 7.50], "total_energy_ha": -2989.22960}